Density functional theory data (the ωB97M-V functional and the def2-TZVPD basis) for C27H25N3OOsS3 as an isolated structure in a non-equilibrium geometry.

Calculated values
Largest force on an atom   0.0369 hartree/bohr
Kohn-Sham gap (spin up / spin down)   7.54 / 5.65 eV
Charge   +2
<S²>   6.079
E   -2568.00826 a.u.
HOMO level (spin up / spin down)   -13.73 / -13.97 eV
Multiplicity   5
E_LUMO (spin up / spin down)   -6.2 / -8.3 eV

Geometry (Å):
Os  0.1214  -0.1710  -0.8961
O  1.9220  0.7705  -0.8673
S  3.0452  0.2449  0.0398
C  4.5017  0.1872  -1.0063
C  4.4066  0.1520  -2.3858
C  5.5732  0.0645  -3.1251
C  6.8001  0.0282  -2.4838
C  6.8813  0.1026  -1.1028
C  5.7230  0.1792  -0.3512
C  2.6595  -1.5303  0.0255
C  2.8943  -2.2902  1.1570
C  2.5624  -3.6368  1.1483
C  1.9963  -4.2065  0.0203
C  1.7692  -3.4409  -1.1121
C  2.0936  -2.0902  -1.1191
H  3.4469  0.2087  -2.8793
H  5.5248  0.0165  -4.2005
H  7.6990  -0.0487  -3.0700
H  7.8428  0.0904  -0.6188
H  5.7647  0.2315  0.7248
H  3.3391  -1.8373  2.0273
H  2.7632  -4.2486  2.0116
H  1.7518  -5.2562  0.0095
H  1.3735  -3.9091  -1.9989
H  2.0387  -1.5333  -2.0540
C  -2.3985  -2.6302  2.5025
N  -2.6447  -1.2170  2.4481
C  -3.9741  -0.6609  2.6766
C  -3.7441  0.8582  2.5649
N  -2.3658  0.9309  2.1010
C  -1.7864  -0.2694  2.1076
S  -0.1228  -0.5162  1.7950
H  -2.8486  -3.0516  3.4022
H  -1.3250  -2.8088  2.5253
H  -2.8277  -3.1305  1.6300
H  -4.3505  -0.9625  3.6577
H  -4.6714  -1.0362  1.9207
H  -3.8410  1.3607  3.5311
H  -4.4251  1.3341  1.8571
H  -1.8666  1.7966  1.9761
S  -2.8545  -3.6286  -1.4152
C  -1.9588  -2.3435  -1.2971
N  -1.2904  -1.3643  -1.1613
C  0.2548  5.2418  0.5327
C  0.8497  4.0597  0.9759
C  0.4263  2.8361  0.5051
C  -0.6085  2.7316  -0.4519
C  -1.0283  1.5023  -1.0512
C  -2.1616  1.4988  -1.8601
C  -2.8699  2.6705  -2.1331
C  -2.4270  3.8749  -1.6336
C  -1.2856  3.9372  -0.8126
C  -0.8194  5.1736  -0.3197
H  0.6202  6.1966  0.8747
H  1.6463  4.1073  1.7012
H  0.8966  1.9434  0.8986
H  -2.5142  0.5724  -2.3037
H  -3.7547  2.6310  -2.7507
H  -2.9584  4.7873  -1.8590
H  -1.3332  6.0688  -0.6299

Cartesian forces (eV/Å) of the 2 atoms listed first:
Os -0.877 1.113 0.985
O -0.698 0.480 -0.652

Atomic partial charges in e from the natural (NBO) method, atoms 1 to 6:
1 Os 1.2954
2 O -0.9367
3 S 1.2991
4 C -0.2864
5 C -0.2070
6 C -0.1803

Density functional theory data (the ωB97M-V functional and the def2-TZVPD basis) for C27H26AlBBrCl2NO3S as an isolated structure in a non-equilibrium geometry.

Calculated values
Largest force on an atom   0.0330 hartree/bohr
Kohn-Sham gap   7.65 eV
Charge   +2
E   -5484.43749 a.u.
HOMO level   -13.32 eV
Multiplicity   1
E_LUMO   -5.7 eV

Geometry (Å):
Al  1.0426  -0.4763  0.7143
Cl  0.1122  -0.2988  3.0930
C  0.0984  -2.0502  3.2933
Cl  0.7561  -2.7491  1.8138
H  -0.9270  -2.3989  3.4369
H  0.7390  -2.3234  4.1344
C  5.5226  0.3482  4.0505
C  4.9531  -0.1531  2.7712
C  5.7470  -0.5351  1.6849
C  5.1538  -1.0467  0.5378
C  3.7783  -1.1413  0.5272
Br  2.7872  -1.8426  -0.9276
N  2.9902  -0.7575  1.5290
C  3.5725  -0.2699  2.6270
H  6.6081  0.3166  4.0464
H  5.1572  -0.2524  4.8826
H  5.2024  1.3717  4.2422
H  6.8210  -0.4269  1.7377
H  5.7396  -1.3542  -0.3153
H  2.9068  0.0502  3.4192
O  -0.6128  -0.6641  0.1683
S  -1.9901  -0.0249  -0.3232
C  -3.1073  -1.4725  -0.5417
C  -4.0506  -1.4825  0.6249
C  -5.1728  -0.6581  0.6237
C  -6.0231  -0.6312  1.7149
C  -5.7572  -1.4187  2.8221
C  -4.6408  -2.2378  2.8323
C  -3.7883  -2.2668  1.7421
C  -1.6523  0.4603  -2.0587
C  -1.5292  -0.6315  -3.0721
C  -0.3808  -1.4137  -3.1181
C  -0.2175  -2.3695  -4.1029
C  -1.2026  -2.5497  -5.0611
C  -2.3526  -1.7818  -5.0194
C  -2.5229  -0.8322  -4.0276
H  -2.5044  -2.3774  -0.6120
H  -3.6328  -1.3149  -1.4823
H  -5.3924  -0.0491  -0.2390
H  -6.8948  0.0024  1.7023
H  -6.4195  -1.4019  3.6714
H  -4.4383  -2.8601  3.6881
H  -2.9313  -2.9249  1.7426
H  -0.7439  1.0620  -1.9941
H  -2.4908  1.1181  -2.2925
H  0.4022  -1.2502  -2.3883
H  0.6789  -2.9655  -4.1262
H  -1.0675  -3.2815  -5.8387
H  -3.1194  -1.9211  -5.7635
H  -3.4148  -0.2252  -4.0199
O  2.4836  2.0438  -0.4719
B  1.3974  1.4196  0.0812
O  0.2831  2.2415  0.0351
C  0.7059  3.4191  -0.5305
C  0.0204  4.5990  -0.7481
C  0.7403  5.6426  -1.3093
C  2.0829  5.5059  -1.6501
C  2.7721  4.3236  -1.4314
C  2.0604  3.2886  -0.8545
H  -1.0127  4.7092  -0.4625
H  0.2540  6.5931  -1.4658
H  2.6043  6.3508  -2.0730
H  3.8169  4.2168  -1.6691

Cartesian forces (eV/Å) of the 2 atoms listed first:
Al 0.653 0.029 0.498
Cl -0.089 0.547 0.353

Atomic partial charges in e from the natural (NBO) method, atoms 1 to 6:
1 Al 1.4440
2 Cl 0.1176
3 C -0.3919
4 Cl 0.1160
5 H 0.2680
6 H 0.2664

Density functional theory data (the ωB97M-V functional and the def2-TZVPD basis) for C27H26AsBrIrN6O7PS as an isolated structure.

Calculated values
Largest force on an atom   0.0173 hartree/bohr
Kohn-Sham gap (spin up / spin down)   3.56 / 3.59 eV
Charge   +1
<S²>   0.808
E   -7552.98496 a.u.
HOMO level (spin up / spin down)   -9.19 / -9.21 eV
Multiplicity   2
E_LUMO (spin up / spin down)   -5.6 / -5.6 eV

Geometry (Å):
Ir  -0.1860  -0.4215  -0.1554
O  4.5587  0.4685  1.7413
As  3.5746  -0.9504  1.2299
O  4.6156  -2.1080  0.7333
O  1.3889  0.9254  0.1465
C  2.8916  -1.4226  3.0383
C  3.8374  -1.4006  4.0558
C  3.4856  -1.7813  5.3427
C  2.1942  -2.1969  5.6272
C  1.2423  -2.2347  4.6233
C  1.5978  -1.8436  3.3375
S  0.2872  -1.8105  2.1592
O  -0.2752  -0.4340  2.1960
O  -0.6654  -2.8426  2.4387
O  0.9295  -1.9577  0.7971
H  5.4271  0.3611  1.3290
H  4.8477  -1.0840  3.8351
H  4.2292  -1.7581  6.1285
H  1.9298  -2.4981  6.6317
H  0.2343  -2.5780  4.8135
Br  -6.8100  -4.7529  6.2638
C  -6.8374  -3.8805  4.5988
C  -6.2993  -2.5995  4.4913
C  -6.3101  -1.9570  3.2754
C  -6.8605  -2.6010  2.1445
C  -7.4153  -3.8892  2.2763
C  -7.3990  -4.5230  3.4966
N  -6.8549  -2.0318  0.9184
N  -6.4435  -0.8691  0.6253
C  -5.2659  -0.5453  0.1726
C  -5.0780  0.8588  -0.0907
C  -3.8756  1.3907  -0.3992
C  -2.7255  0.5482  -0.4546
O  -1.5613  0.9876  -0.6767
C  -2.9026  -0.8864  -0.2663
N  -1.7602  -1.6136  -0.3803
C  -1.8267  -2.9369  -0.3587
C  -3.0472  -3.5908  -0.2053
C  -4.2003  -2.8666  -0.0064
C  -4.1411  -1.4659  -0.0213
H  -5.8804  -2.1157  5.3623
H  -5.9054  -0.9583  3.1749
H  -7.8530  -4.3639  1.4084
H  -7.8217  -5.5114  3.6068
H  -5.9527  1.4908  -0.0127
H  -3.7629  2.4469  -0.5994
H  -0.8919  -3.4717  -0.4440
H  -3.0671  -4.6707  -0.2103
H  -5.1375  -3.3777  0.1478
C  2.2053  5.1507  1.1114
N  2.4525  4.2122  2.2069
C  1.3281  4.2594  3.1370
N  0.0357  3.9977  2.4996
C  -0.1497  4.9474  1.4019
N  0.9331  4.9255  0.4212
C  0.9416  3.6736  -0.3386
P  1.2192  2.2894  0.8159
C  2.6967  2.8530  1.7183
C  -0.0892  2.6078  2.0612
H  3.0213  5.0858  0.3910
H  2.1887  6.1587  1.5262
H  1.2902  5.2584  3.5721
H  1.4884  3.5366  3.9380
H  -0.1992  5.9495  1.8283
H  -1.0948  4.7362  0.8980
H  1.7353  3.6882  -1.0888
H  -0.0106  3.5345  -0.8563
H  3.5690  2.8248  1.0628
H  2.9007  2.1741  2.5502
H  0.0218  1.9241  2.9031
H  -1.0730  2.4403  1.6192

Cartesian forces (eV/Å) of the 2 atoms listed first:
Ir 0.774 0.112 0.384
O -0.214 -0.200 -0.149

Atomic partial charges in e from the Löwdin method, atoms 1 to 6:
1 Ir 1.2409
2 O -0.3301
3 As 1.1596
4 O -0.4720
5 O -0.5311
6 C -0.2667